{
  "formula": "C6H11N",
  "method": "ωB97M-V/def2-TZVPD",
  "species": ["C", "C", "N", "C", "C", "C", "C", "H", "H", "H", "H", "H", "H", "H", "H", "H", "H", "H"],
  "positions_angstrom": [[1.138, -1.460, 1.794], [-0.256, -0.942, 1.333], [1.060, 1.438, -1.405], [1.110, 0.708, -0.126], [-0.021, -0.093, 0.087], [-1.214, -0.314, -0.880], [-2.080, 0.721, -1.031], [1.777, -0.572, 2.171], [1.810, -2.133, 1.074], [0.865, -2.197, 2.550], [-0.553, -0.325, 2.333], [-1.055, -1.674, 1.323], [1.295, 0.925, -2.223], [0.524, 2.242, -1.348], [2.073, 0.922, 0.344], [-1.274, -1.241, -1.313], [-3.035, 0.598, -1.527], [-1.908, 1.672, -0.619]],
  "multiplicity": 1,
  "relative_energy_ev": 3.395,
  "smiles": "C=C/C(=C\\N)CC",
  "homo_energy_ev": -8.64,
  "e_tot_ha": -289.8469,
  "charge": 0
}